[1]
The following is a quantum chemistry calculation of C43H73CsN7O9P2Si2 as an isolated structure in a non-equilibrium geometry, from the OMol25 dataset.

The geometry in XYZ format:
```
137
Properties=species:S:1:pos:R:3:lowdin_charge:R:1
Cs -1.6100 1.3262 -0.0296 1.044
C 1.3146 -4.3086 0.2677 -0.141
Si 2.3638 -2.7121 0.2416 0.454
C 3.9551 -3.2518 -0.5904 -0.156
C 2.7546 -2.1804 1.9938 -0.160
N 1.4971 -1.4722 -0.6152 -0.259
P 1.4454 -0.7660 -2.1708 0.788
C 0.2656 0.3425 -2.4081 -0.503
P 0.2320 1.9681 -2.9160 0.535
N -0.9900 2.8577 -2.4964 -0.375
Si -2.5360 3.1667 -3.1892 0.277
C -3.8341 3.5252 -1.7817 -0.197
C -2.4629 4.5703 -4.4318 -0.189
C -3.1761 1.7002 -4.0917 -0.185
C 1.7511 2.9033 -2.4812 -0.285
C 1.6131 3.8903 -1.5049 -0.100
C 2.5959 4.8408 -1.3353 -0.123
C 3.7763 4.8188 -2.0551 -0.090
C 3.9165 3.7785 -3.0101 -0.060
C 2.9078 2.8021 -3.1526 -0.117
C 0.3731 2.0273 -4.7064 -0.286
C 0.6339 3.2575 -5.3363 -0.096
C 0.7512 3.3143 -6.7044 -0.101
C 0.7042 2.1585 -7.4650 -0.127
C 0.5255 0.9350 -6.8914 -0.098
C 0.2604 0.9123 -5.5232 -0.080
C 3.2299 -0.4562 -2.3918 -0.320
C 3.8979 0.3130 -1.4429 -0.083
C 5.2751 0.4399 -1.5474 -0.085
C 5.9493 -0.0899 -2.6374 -0.090
C 5.1964 -0.6064 -3.6920 -0.084
C 3.8165 -0.8406 -3.5891 -0.087
C 1.0850 -2.2935 -3.2039 -0.279
C 1.9603 -3.3902 -3.2261 -0.114
C 1.5527 -4.5320 -3.8795 -0.092
C 0.2730 -4.6258 -4.4507 -0.102
C -0.5893 -3.5493 -4.3901 -0.064
C -0.1325 -2.3630 -3.7726 -0.113
H 2.0192 -5.1158 0.5036 0.030
H 0.8544 -4.5141 -0.7022 0.030
H 0.5261 -4.2140 1.0447 0.002
H 3.7597 -4.1455 -1.2298 0.040
H 4.6906 -3.5537 0.1290 0.025
H 4.3186 -2.5028 -1.2216 -0.018
H 3.3097 -1.2576 1.8828 0.009
H 3.3692 -2.9641 2.5233 0.050
H 1.8519 -2.0261 2.6138 0.016
H -4.5800 2.7381 -1.7603 0.014
H -4.3259 4.5293 -1.7804 0.032
H -3.3486 3.4499 -0.7817 -0.059
H -1.7524 5.3363 -4.1060 0.020
H -3.4263 5.0367 -4.7004 0.024
H -2.0586 4.1002 -5.3645 0.025
H -2.8869 0.7479 -3.6215 0.025
H -2.7286 1.6290 -5.0933 0.027
H -4.2873 1.7445 -4.1550 0.039
H 0.6726 4.1045 -1.0399 0.090
H 2.4267 5.6902 -0.6357 0.118
H 4.4780 5.6554 -1.9821 0.097
H 4.8498 3.7794 -3.6112 0.104
H 3.0480 2.0121 -3.8984 0.117
H 0.6550 4.1781 -4.7945 0.107
H 0.8521 4.2604 -7.2013 0.095
H 0.8050 2.2099 -8.5885 0.113
H 0.4356 0.0020 -7.4931 0.113
H 0.0364 -0.0544 -5.0674 0.079
H 3.2829 0.5533 -0.5923 0.092
H 5.8088 0.9369 -0.7926 0.088
H 7.0392 0.1561 -2.6607 0.114
H 5.7244 -0.9418 -4.5798 0.095
H 3.1957 -1.3621 -4.3633 0.125
H 2.9965 -3.3060 -2.9409 0.075
H 2.2226 -5.3894 -3.9853 0.102
H 0.0604 -5.5055 -5.0534 0.095
H -1.5864 -3.6037 -4.8331 0.104
H -0.8068 -1.5088 -3.5773 0.081
O -4.9069 0.1480 3.4596 -0.090
H -4.5529 -0.2899 2.6726 -0.008
H -4.8327 1.0922 3.1649 0.034
O -3.6281 2.8456 1.9186 -0.136
H -3.9696 3.4597 1.2846 0.008
H -2.7764 3.2780 2.1812 -0.004
O -3.4956 -2.2511 -1.3283 -0.064
H -2.7942 -1.6749 -1.7088 0.033
H -3.3289 -2.1424 -0.3985 -0.016
O 2.1597 3.9299 1.8543 -0.076
H 2.2579 3.8105 0.9057 -0.010
H 2.0611 2.9929 2.0952 -0.008
O -1.0454 3.6749 2.4262 -0.112
H -0.1435 3.9568 2.1558 0.047
H -0.9998 2.9217 3.0356 -0.003
O 1.8528 1.1784 1.6310 -0.130
H 2.7610 0.8195 1.6381 0.031
H 1.2322 0.3876 1.4299 -0.013
O 0.2368 -1.6365 0.0648 -0.304
O 0.2343 -0.8155 1.2779 -0.435
C -2.0160 2.1060 5.3612 -0.197
N -2.0741 1.2887 6.5542 -0.082
C -0.7088 1.3692 7.1833 -0.148
N 0.3581 0.9301 6.2480 -0.081
C 0.2341 1.6983 4.9873 -0.177
N -1.0797 1.5800 4.3972 -0.116
C -1.3561 0.1518 4.1152 -0.133
N -1.2438 -0.6635 5.3357 -0.050
C -2.3121 -0.1343 6.2429 -0.147
C 0.0253 -0.4305 5.9492 -0.243
H -1.7893 3.1416 5.5084 0.120
H -3.0561 2.1333 4.8966 0.146
H -0.7033 0.6862 8.0240 0.108
H -0.4808 2.3799 7.5294 0.121
H 0.9891 1.2922 4.2996 0.119
H 0.6024 2.7667 5.0842 0.150
H -0.7167 -0.1220 3.2912 0.110
H -2.3517 0.1386 3.7274 0.097
H -2.4070 -0.6438 7.2345 0.132
H -3.2898 -0.2187 5.7001 0.121
H 0.8251 -0.8466 5.2891 0.139
H 0.1996 -0.9453 6.8869 0.119
O -3.2239 -1.3488 1.7970 -0.045
C -2.8542 -2.2709 2.5482 -0.495
C -3.7718 -2.8130 3.6254 -0.051
C -3.4966 -4.3168 4.0964 -0.163
C -2.9144 -5.1878 2.9768 -0.209
C -1.3949 -5.1258 2.9523 -0.168
C -0.8798 -3.6583 3.1932 -0.159
N -1.5936 -2.6345 2.4649 0.109
H -4.8313 -2.6794 3.2575 0.141
H -3.5893 -2.2093 4.5016 0.092
H -4.4321 -4.7568 4.3909 0.093
H -2.7711 -4.3954 4.8766 0.090
H -3.2261 -4.8119 1.9766 0.124
H -3.2738 -6.2225 3.1042 0.110
H -1.0322 -5.5079 1.9865 0.098
H -0.9115 -5.7566 3.6780 0.099
H 0.1610 -3.4041 3.0421 0.097
H -0.9533 -3.4260 4.2526 0.101
H -1.0244 -2.1131 1.7905 0.098
```

Output
total charge	-1
highest occupied orbital energy	-4.440	eV
orbital gap	0.23653	Eh
E	-4024.64514	Eh
spin multiplicity	1



[2]
The following is a quantum chemistry calculation of a 16-piece molecular cluster, C12H56O22 overall in a non-equilibrium geometry, from the OMol25 dataset.

The geometry in XYZ format:
```
90
Properties=species:S:1:pos:R:3:lowdin_charge:R:1
O -1.7542 0.5094 -3.6351 -0.010
H -1.6012 -0.0296 -4.3851 0.064
H -1.0552 0.3864 -2.9921 0.019
O -0.2442 -2.1376 -3.5091 -0.029
H -0.5662 -2.8676 -3.0061 -0.009
H -0.1162 -1.4536 -2.8651 -0.035
O 3.7328 1.0834 -2.5321 -0.018
H 3.5368 0.6744 -3.3731 0.024
H 4.0158 1.9354 -2.8381 0.031
O -0.5572 2.5404 1.2969 -0.046
H -0.1712 3.0664 0.5869 0.005
H -1.2692 2.0834 0.8339 -0.030
O -2.8442 1.3884 0.2419 -0.015
H -3.2882 0.6954 0.7429 0.064
H -3.4392 1.5444 -0.4541 0.030
O -2.9722 -1.2186 -1.8441 -0.024
H -2.7202 -0.5896 -2.4871 -0.013
H -3.7702 -0.8966 -1.3951 0.071
O -1.2212 0.1184 3.2679 0.009
H -2.0682 -0.2446 2.9859 0.049
H -0.9482 0.4844 2.4739 -0.033
O -1.8982 -3.7566 -1.7451 -0.046
H -2.3152 -2.9236 -1.8311 -0.040
H -2.6302 -4.3736 -1.9991 0.105
O -3.0692 -3.1566 0.5939 -0.006
H -3.9602 -3.3166 0.8429 0.044
H -2.8522 -3.2796 -0.3081 -0.036
O 2.9478 3.5604 -0.8781 -0.046
H 3.1218 4.2434 -1.5331 0.036
H 3.0178 2.6734 -1.2861 0.005
C 3.0418 0.4624 2.6209 -0.237
C 3.9308 0.6194 1.4489 -0.221
O 4.3168 2.0184 1.3469 -0.064
O 1.7438 1.0024 2.3759 -0.050
H 3.3918 0.9994 3.4579 0.112
H 3.0398 -0.5706 2.9429 0.115
H 3.3618 0.3154 0.5119 0.114
H 4.7668 -0.0416 1.5919 0.104
H 4.7388 2.1864 0.5049 0.054
H 1.1318 0.4304 1.9819 -0.019
C -0.2552 3.5284 -3.2441 -0.271
C -1.1112 3.5434 -1.9771 -0.232
O -0.4392 4.0984 -0.8741 -0.087
O -0.9592 2.9124 -4.2651 -0.078
H 0.5708 2.8374 -3.0351 0.093
H 0.2678 4.4794 -3.4721 0.136
H -1.5332 2.5894 -1.6561 0.105
H -1.9812 4.1714 -2.2181 0.126
H -0.0232 4.9674 -1.1271 0.133
H -1.2932 2.0264 -4.0351 0.017
C 0.9798 -0.2976 -0.8311 -0.136
C -0.1432 -0.9016 0.0339 -0.182
O 0.3658 -1.1096 1.3459 -0.071
O 0.4738 0.0384 -2.1551 -0.109
H 1.8038 -0.9566 -0.9551 0.120
H 1.3788 0.5874 -0.3191 0.115
H -0.4282 -1.9216 -0.3041 0.121
H -1.0822 -0.2686 0.0739 0.114
H -0.2102 -1.6896 1.8029 0.023
H 1.2158 0.2724 -2.6851 0.041
C -1.7462 -3.8296 3.7329 -0.223
C -2.9682 -3.3726 4.5099 -0.278
O -3.4872 -4.4446 5.2169 -0.019
O -1.2852 -2.8366 2.8409 -0.079
H -2.1292 -4.6526 3.1289 0.120
H -0.9512 -4.2026 4.4169 0.141
H -3.7032 -2.9526 3.8479 0.112
H -2.6832 -2.5346 5.1679 0.120
H -3.9512 -4.8886 4.5399 0.065
H -1.7382 -3.0256 2.0319 0.029
C 0.4908 -1.2946 7.3589 -0.219
C -0.0972 -1.3046 5.8899 -0.253
O 0.8138 -0.8896 4.9269 -0.043
O -0.5962 -1.3126 8.2529 -0.074
H 1.2098 -0.4726 7.5069 0.126
H 1.1208 -2.1926 7.5149 0.112
H -0.9442 -0.6386 5.9159 0.108
H -0.5182 -2.1906 5.4969 0.073
H 0.3868 -1.0776 4.1189 0.020
H -1.1252 -2.0766 7.9719 0.088
C 2.2008 1.8214 -5.3321 -0.212
C 1.8898 1.7704 -6.8181 -0.294
O 2.6518 2.6254 -7.5281 -0.021
O 1.5378 0.7854 -4.6211 -0.077
H 1.9838 2.7924 -4.8941 0.118
H 3.2338 1.7544 -5.1631 0.094
H 0.8688 1.9724 -7.0061 0.116
H 2.1458 0.7804 -7.2271 0.137
H 2.4098 2.4354 -8.4371 0.103
H 0.8818 0.3824 -5.2171 0.105
```

Output
highest occupied orbital energy	-8.747	eV
orbital gap	0.29891	Eh
E	-2145.89388	Eh
spin multiplicity	1